1.
Density functional theory data (the ωB97M-V functional and the def2-TZVPD basis) for a structure of composition C22H62BMnN4O8 in a non-equilibrium geometry.

Values from the calculation:
Charge: +1
HOMO level (spin up / spin down), eV: -10.544 / -10.544
Gap between HOMO and LUMO (spin up / spin down), eV: 7.8 / 7.2
Multiplicity: 6
<S²>: 8.7537
LUMO level (spin up / spin down), eV: -2.77 / -3.32

Geometry (Å):
Mn  -2.002  -0.379  0.409
B  0.199  -0.485  0.555
H  -0.172  -1.620  0.493
H  -0.277  -0.012  1.516
H  1.360  -0.408  0.705
H  -0.184  0.138  -0.358
C  3.477  4.091  -0.828
O  2.719  5.109  -0.226
C  2.276  4.824  1.096
C  1.386  3.585  1.227
N  2.048  2.299  1.156
C  2.934  1.967  2.265
C  2.178  1.507  3.511
O  3.106  1.372  4.566
C  2.560  0.662  5.674
H  4.194  3.657  -0.123
H  4.095  4.518  -1.625
H  2.885  3.304  -1.299
H  1.729  5.707  1.410
H  3.180  4.673  1.700
H  0.687  3.684  0.384
H  0.765  3.696  2.133
H  1.376  1.556  1.023
H  3.612  2.777  2.530
H  3.583  1.148  1.942
H  1.677  0.558  3.290
H  1.426  2.249  3.821
H  3.322  0.731  6.446
H  2.352  -0.377  5.404
H  1.640  1.157  6.007
C  -3.660  3.243  -4.296
O  -3.233  2.455  -3.170
C  -2.303  3.123  -2.361
C  -1.713  2.090  -1.404
N  -2.792  1.357  -0.671
C  -3.516  2.194  0.318
C  -2.767  2.293  1.628
O  -2.402  0.987  2.026
C  -1.838  0.883  3.328
H  -4.122  2.536  -4.981
H  -2.799  3.699  -4.784
H  -4.394  3.970  -3.947
H  -2.762  3.951  -1.805
H  -1.470  3.549  -2.931
H  -0.960  2.488  -0.728
H  -1.231  1.324  -2.017
H  -3.514  1.193  -1.372
H  -4.432  1.621  0.514
H  -3.875  3.169  -0.013
H  -3.455  2.775  2.330
H  -1.860  2.904  1.537
H  -1.495  -0.130  3.520
H  -2.527  1.255  4.085
H  -0.917  1.475  3.402
C  3.065  -2.444  2.507
C  3.757  -3.178  3.643
O  5.018  -3.614  3.149
O  1.751  -2.115  2.893
H  3.120  -3.141  1.661
H  3.676  -1.576  2.245
H  3.175  -3.977  4.112
H  3.926  -2.501  4.495
H  5.213  -4.490  3.488
H  1.362  -1.567  2.199
C  1.631  -3.391  -3.864
C  1.181  -3.121  -2.440
C  2.191  -3.595  -1.395
O  2.546  -4.922  -1.706
C  3.457  -5.477  -0.776
N  0.896  -1.679  -2.276
H  1.743  -4.467  -4.010
H  2.686  -3.086  -3.902
H  1.030  -2.936  -4.642
H  0.246  -3.642  -2.183
H  1.774  -3.523  -0.383
H  3.082  -2.944  -1.445
H  4.446  -5.039  -0.956
H  3.504  -6.545  -0.978
H  3.220  -5.351  0.284
H  1.387  -1.125  -2.961
H  1.035  -1.371  -1.322
C  -2.507  -1.959  -3.901
C  -2.861  -1.088  -2.691
C  -4.279  -1.469  -2.289
O  -4.691  -0.702  -1.160
C  -6.017  -0.979  -0.766
N  -1.949  -1.430  -1.569
H  -3.119  -1.764  -4.787
H  -2.735  -3.011  -3.695
H  -1.463  -1.859  -4.190
H  -2.884  -0.045  -3.004
H  -4.363  -2.535  -2.037
H  -4.984  -1.296  -3.110
H  -6.733  -0.604  -1.500
H  -6.216  -0.475  0.180
H  -6.182  -2.043  -0.576
H  -2.220  -2.397  -1.357
H  -1.010  -1.620  -1.993

***

2.
Density functional theory data (the ωB97M-V functional and the def2-TZVPD basis) for a cluster of 7 separate species, C22H62N4O7 in total in a non-equilibrium geometry.

Values from the calculation:
SMILES: COC[C@H](C)N.COC[C@H](C)N.COC[C@H](C)N.COC[C@H](C)N.CCO.CCO.CCO
HOMO level, eV: -8.562
Energy relative to the best compared isomer or geometry (same formula, charge and spin), kcal per mole: 79.4
Gap between HOMO and LUMO, eV: 9.2
Multiplicity: 1
LUMO level, eV: 0.64

Geometry (Å):
C  -3.925  4.505  -5.258
O  -4.144  5.309  -4.156
C  -3.065  6.332  -4.019
C  -1.806  5.773  -3.254
C  -2.024  5.642  -1.728
N  -0.582  6.457  -3.578
H  -4.508  3.588  -5.166
H  -2.917  4.130  -5.431
H  -4.274  5.028  -6.149
H  -2.782  6.639  -5.026
H  -3.464  7.223  -3.537
H  -1.694  4.785  -3.702
H  -3.007  5.341  -1.365
H  -1.734  6.564  -1.225
H  -1.251  4.948  -1.395
H  -0.528  7.465  -3.567
H  0.133  6.296  -2.883
C  5.478  -1.695  -1.263
O  4.104  -1.845  -1.447
C  3.649  -2.326  -2.734
C  2.112  -2.372  -2.806
C  1.434  -3.303  -1.794
N  1.565  -2.681  -4.170
H  5.820  -1.113  -2.119
H  6.068  -2.611  -1.251
H  5.789  -1.181  -0.354
H  4.090  -1.774  -3.565
H  4.119  -3.305  -2.834
H  1.608  -1.478  -2.438
H  1.519  -2.962  -0.762
H  1.825  -4.315  -1.894
H  0.375  -3.395  -2.032
H  2.012  -2.059  -4.828
H  0.678  -2.199  -4.196
C  -1.771  -3.957  4.157
O  -2.090  -2.616  4.305
C  -1.436  -1.837  5.291
C  -2.369  -0.707  5.721
C  -1.764  0.363  6.662
N  -3.439  -1.254  6.458
H  -2.056  -4.502  5.058
H  -0.689  -4.073  4.091
H  -2.329  -4.473  3.375
H  -1.242  -2.467  6.159
H  -0.495  -1.474  4.876
H  -2.770  -0.285  4.800
H  -1.416  -0.069  7.600
H  -2.464  1.145  6.954
H  -0.850  0.863  6.343
H  -4.146  -0.539  6.358
H  -3.775  -2.132  6.088
C  -0.876  1.396  -1.888
O  -0.857  1.053  -0.530
C  -1.521  -0.166  -0.166
C  -1.217  -0.592  1.257
C  0.262  -0.576  1.660
N  -1.862  -1.859  1.534
H  -0.655  2.444  -2.087
H  -1.855  1.090  -2.256
H  -0.188  0.884  -2.561
H  -2.594  -0.067  -0.333
H  -1.142  -1.023  -0.724
H  -1.784  0.133  1.840
H  0.805  -1.099  0.872
H  0.449  -1.105  2.594
H  0.578  0.462  1.765
H  -2.858  -1.918  1.380
H  -1.659  -2.160  2.476
C  -0.892  0.309  -5.334
C  -0.986  -0.354  -6.716
O  -2.331  -0.579  -7.177
H  -1.369  1.289  -5.338
H  0.076  0.300  -4.833
H  -1.545  -0.135  -4.582
H  -0.330  -1.224  -6.687
H  -0.533  0.190  -7.544
H  -2.345  -1.262  -7.851
C  1.721  1.340  5.050
C  2.956  1.449  4.144
O  3.808  2.399  4.806
H  0.921  0.705  4.668
H  1.360  2.343  5.276
H  1.937  0.850  5.999
H  2.670  1.929  3.209
H  3.387  0.462  3.974
H  4.400  2.006  5.451
C  2.865  -3.197  2.336
C  3.439  -4.321  1.403
O  2.623  -5.371  1.137
H  3.607  -2.404  2.431
H  2.701  -3.608  3.332
H  1.918  -2.750  2.032
H  4.326  -4.689  1.919
H  3.797  -3.850  0.487
H  3.223  -6.117  1.204

***

3.
Density functional theory data (the ωB97M-V functional and the def2-TZVPD basis) for a structure of composition C22H63Ag5N7O10 in a non-equilibrium geometry.

Values from the calculation:
Charge: +3
HOMO level, eV: -14.023
Gap between HOMO and LUMO, eV: 2.8
Multiplicity: 1
LUMO level, eV: -11.19

Geometry (Å):
Ag  -15.913  11.141  4.491
Ag  -14.424  13.562  7.115
Ag  -17.328  15.029  6.000
Ag  -16.484  16.076  9.216
Ag  -19.412  17.150  8.003
O  -18.627  14.869  8.149
C  -17.909  13.701  8.573
C  -17.496  12.483  7.703
O  -16.648  12.598  6.561
H  -18.497  13.289  9.404
H  -17.032  14.087  9.128
H  -18.489  12.220  7.317
H  -16.989  11.781  8.365
C  -17.421  12.449  12.710
C  -16.961  13.199  13.961
C  -15.758  12.606  14.647
O  -15.464  13.303  15.837
C  -14.471  12.682  16.600
N  -16.614  14.595  13.574
H  -18.453  12.731  12.485
H  -17.260  11.374  12.816
H  -16.970  12.668  11.733
H  -17.807  13.165  14.654
H  -14.886  12.556  13.984
H  -15.993  11.573  14.934
H  -13.593  12.408  16.005
H  -14.846  11.743  17.026
H  -14.183  13.281  17.461
H  -17.493  15.112  13.587
H  -16.202  14.914  14.457
C  -14.193  10.756  11.162
C  -13.332  11.561  10.177
C  -12.757  10.580  9.149
O  -11.782  9.694  9.636
C  -12.177  8.415  10.165
N  -14.226  12.559  9.498
H  -14.763  11.395  11.842
H  -13.621  10.203  11.909
H  -14.784  10.068  10.555
H  -12.596  12.063  10.803
H  -12.067  11.175  8.537
H  -13.523  10.109  8.526
H  -13.141  8.447  10.668
H  -11.382  8.084  10.829
H  -12.230  7.672  9.366
H  -15.154  12.160  9.638
H  -14.269  13.368  10.115
C  -19.881  7.135  6.455
C  -18.990  7.110  7.685
C  -18.088  8.326  7.797
O  -16.747  8.027  7.426
C  -15.964  9.192  7.494
N  -19.796  7.013  8.916
H  -19.134  7.002  5.657
H  -20.432  8.036  6.185
H  -20.498  6.243  6.357
H  -18.303  6.261  7.634
H  -18.117  8.835  8.767
H  -18.515  9.061  7.095
H  -16.387  9.952  6.825
H  -15.000  8.891  7.078
H  -15.844  9.552  8.518
H  -20.116  7.971  9.040
H  -20.622  6.436  8.835
C  -20.010  12.661  4.266
C  -19.708  11.208  4.694
O  -18.350  11.018  4.955
H  -19.622  13.387  4.993
H  -21.075  12.868  4.293
H  -19.464  12.804  3.333
H  -20.059  10.452  3.989
H  -20.326  10.895  5.546
H  -17.919  11.704  5.487
C  -23.038  14.197  5.838
C  -21.741  14.614  6.595
O  -21.237  13.455  7.239
H  -22.929  13.227  5.358
H  -23.296  14.950  5.094
H  -23.850  14.141  6.561
H  -22.200  15.308  7.309
H  -21.047  15.076  5.884
H  -20.480  13.780  7.748
C  -21.864  12.802  10.600
C  -22.827  13.969  10.506
O  -24.200  13.665  10.695
H  -21.960  12.027  11.359
H  -20.840  13.171  10.744
H  -21.781  12.258  9.657
H  -22.827  14.525  9.559
H  -22.527  14.750  11.226
H  -24.679  14.249  10.104
C  -18.711  16.381  11.734
O  -17.662  16.750  11.161
N  -19.613  15.590  11.093
N  -18.931  16.637  13.012
H  -19.298  15.157  10.241
H  -20.536  15.369  11.430
H  -18.297  16.962  13.722
H  -19.798  16.282  13.390
C  -21.816  9.953  9.059
O  -20.887  10.029  9.879
N  -21.713  10.594  7.879
N  -22.806  9.052  9.128
H  -20.893  11.172  7.824
H  -22.431  10.661  7.181
H  -22.907  8.389  9.874
H  -23.495  9.099  8.399

***

4.
Density functional theory data (the ωB97M-V functional and the def2-TZVPD basis) for a structure of composition C22H63BHgO8 in a non-equilibrium geometry.

Values from the calculation:
Charge: +1
HOMO level (spin up / spin down), eV: -12.178 / -12.178
Gap between HOMO and LUMO (spin up / spin down), eV: 6.3 / 4.7
Multiplicity: 2
<S²>: 0.7549
LUMO level (spin up / spin down), eV: -5.87 / -7.45

Geometry (Å):
Hg  -0.347  0.618  3.216
B  0.046  2.866  2.883
H  0.128  2.718  3.949
H  0.747  2.232  2.364
H  -0.928  2.482  2.621
H  0.112  3.901  2.585
C  -0.264  -0.547  -0.001
O  0.218  -0.509  1.268
H  -1.133  0.075  -0.212
H  0.463  -0.146  -0.709
H  -0.432  -1.534  -0.433
C  -5.087  4.377  0.710
C  -4.357  3.016  0.954
C  -3.060  2.818  0.139
O  -3.983  2.937  2.323
H  -5.493  4.510  -0.293
H  -4.512  5.290  0.865
H  -5.938  4.468  1.386
H  -5.055  2.195  0.790
H  -2.291  3.570  0.316
H  -3.362  2.843  -0.908
H  -2.615  1.823  0.161
H  -3.444  3.703  2.534
C  2.813  -3.705  0.914
C  1.442  -4.251  1.295
C  1.403  -5.512  2.109
O  0.836  -3.303  2.112
H  2.741  -2.979  0.104
H  3.448  -4.501  0.525
H  3.372  -3.279  1.747
H  0.838  -4.464  0.413
H  2.168  -6.249  1.865
H  0.477  -6.078  2.002
H  1.576  -5.256  3.155
H  0.528  -2.547  1.607
C  -3.266  -2.547  -1.401
C  -2.552  -2.645  -2.794
C  -1.976  -3.984  -3.176
O  -3.540  -2.403  -3.757
H  -2.634  -2.917  -0.593
H  -4.262  -2.990  -1.382
H  -3.389  -1.498  -1.133
H  -1.751  -1.907  -2.830
H  -2.792  -4.703  -3.255
H  -1.313  -4.344  -2.389
H  -1.436  -3.978  -4.123
H  -3.815  -1.496  -3.604
C  -0.500  0.944  -5.652
C  -1.355  1.061  -4.415
C  -0.592  1.708  -3.235
O  -2.500  1.854  -4.767
H  0.401  0.331  -5.633
H  -0.152  1.953  -5.871
H  -1.102  0.549  -6.471
H  -1.722  0.100  -4.056
H  -0.298  2.672  -3.650
H  0.233  1.069  -2.922
H  -1.335  1.842  -2.448
H  -2.137  2.732  -4.906
C  -1.371  -3.656  5.093
C  -0.448  -2.481  5.310
C  0.969  -2.893  5.712
O  -0.282  -1.651  4.143
H  -2.343  -3.490  4.628
H  -1.405  -4.251  6.005
H  -0.960  -4.381  4.391
H  -0.885  -1.818  6.057
H  0.998  -3.361  6.696
H  1.525  -1.960  5.811
H  1.447  -3.525  4.963
H  0.111  -2.239  3.493
C  2.977  0.402  -1.996
C  4.507  0.473  -2.053
C  5.114  -0.012  -0.721
O  5.004  -0.445  -3.001
H  2.666  0.939  -1.100
H  2.617  -0.624  -1.915
H  2.469  0.924  -2.806
H  4.817  1.503  -2.229
H  6.201  -0.089  -0.705
H  4.639  -0.949  -0.432
H  4.911  0.722  0.059
H  4.658  -1.316  -2.792
C  1.162  3.499  -0.477
C  2.446  4.057  0.082
C  2.889  5.282  -0.732
O  2.152  4.411  1.432
H  0.268  4.093  -0.289
H  0.931  2.532  -0.030
H  1.176  3.305  -1.550
H  3.238  3.314  0.175
H  3.324  4.940  -1.672
H  3.692  5.880  -0.302
H  2.093  6.015  -0.862
H  1.421  3.861  1.723

***

5.
Density functional theory data (the ωB97M-V functional and the def2-TZVPD basis) for a cluster of 7 separate species, C22H63N9O7 in total in a non-equilibrium geometry.

Values from the calculation:
SMILES: COC[C@H](C)N.COC[C@H](C)N.COC[C@H](C)N.COC[C@H](C)N.COC[C@H](C)N.NC(N)=O.NC(N)=O
HOMO level, eV: -9.170
Energy relative to the best compared isomer or geometry (same formula, charge and spin), kcal per mole: 141.8
Gap between HOMO and LUMO, eV: 9.4
Multiplicity: 1
LUMO level, eV: 0.27

Geometry (Å):
C  10.471  -18.346  7.375
O  11.059  -19.601  7.437
C  12.317  -19.519  8.044
C  12.953  -20.920  8.078
C  12.180  -21.941  8.943
N  14.329  -20.868  8.547
H  10.838  -17.796  6.508
H  10.618  -17.725  8.259
H  9.384  -18.412  7.331
H  12.873  -18.739  7.523
H  12.253  -19.046  9.024
H  13.012  -21.368  7.086
H  12.798  -22.719  9.390
H  11.421  -22.461  8.358
H  11.491  -21.499  9.664
H  14.768  -20.459  7.734
H  14.798  -21.762  8.514
C  14.953  -11.713  15.996
O  14.527  -12.628  15.030
C  15.452  -13.673  14.835
C  16.789  -13.244  14.110
C  16.645  -12.733  12.670
N  17.697  -14.358  14.023
H  14.937  -12.304  16.911
H  14.337  -10.855  16.263
H  15.940  -11.358  15.699
H  15.660  -14.292  15.707
H  14.976  -14.391  14.167
H  17.320  -12.458  14.647
H  16.709  -13.553  11.955
H  17.430  -12.010  12.448
H  15.678  -12.267  12.481
H  17.049  -14.983  13.566
H  17.837  -14.656  14.978
C  12.494  -4.048  15.575
O  12.621  -4.999  14.413
C  11.956  -4.661  13.243
C  12.475  -5.410  11.948
C  13.947  -5.253  11.597
N  11.752  -5.118  10.730
H  11.481  -3.728  15.818
H  13.070  -3.164  15.302
H  12.824  -4.535  16.493
H  10.914  -4.948  13.384
H  12.016  -3.587  13.064
H  12.399  -6.458  12.239
H  14.275  -4.214  11.558
H  14.159  -5.733  10.642
H  14.593  -5.692  12.357
H  11.975  -4.293  10.192
H  10.815  -5.002  11.089
C  21.472  -12.331  20.645
O  20.379  -11.491  20.992
C  20.824  -10.190  21.458
C  19.682  -9.299  21.406
C  20.092  -7.800  21.253
N  18.784  -9.391  22.518
H  21.178  -13.357  20.864
H  22.363  -12.230  21.265
H  21.823  -12.179  19.624
H  21.533  -10.113  22.282
H  21.483  -9.791  20.686
H  19.059  -9.613  20.568
H  19.167  -7.229  21.179
H  20.702  -7.604  20.371
H  20.569  -7.446  22.167
H  18.551  -10.369  22.426
H  18.009  -8.761  22.364
C  27.335  -17.203  14.150
O  26.514  -17.534  13.086
C  26.050  -18.977  12.908
C  24.610  -19.309  13.522
C  24.413  -19.062  15.029
N  24.087  -20.687  13.358
H  26.702  -17.229  15.037
H  27.746  -16.207  13.990
H  28.246  -17.801  14.176
H  26.168  -19.230  11.855
H  26.900  -19.545  13.285
H  23.830  -18.682  13.090
H  24.739  -18.022  15.033
H  25.046  -19.601  15.734
H  23.365  -19.225  15.278
H  24.895  -21.275  13.503
H  23.970  -20.817  12.363
N  17.077  -20.995  14.251
C  16.344  -20.703  15.241
N  15.090  -20.795  14.880
O  16.799  -20.632  16.357
H  18.062  -21.124  14.433
H  16.613  -20.952  13.355
H  14.325  -20.715  15.534
H  14.898  -21.232  13.990
N  22.586  -9.935  13.615
C  23.591  -10.572  13.055
N  23.161  -11.793  12.692
O  24.735  -10.112  13.000
H  21.690  -10.380  13.756
H  22.674  -8.993  13.969
H  22.297  -12.174  13.050
H  23.886  -12.450  12.441

***

Question: Among the records above, which one has the highest multiplicity?
Answer: C22H62BMnN4O8

***

Question: Which value of multiplicity does entry 5 give?
Answer: 1